This record from the Open Molecules 2025 dataset describes a structure of composition C22H51IN3O5P2S in a non-equilibrium geometry. The level of theory is wB97M-V/def2-TZVPD.

```
85
Properties=species:S:1:pos:R:3:forces:R:3
C 0.1071 -1.9045 -5.7401 -0.3 0.6 -0.3
C -0.3271 -0.5118 -5.1238 1.4 -0.9 0.4
C 0.3509 -0.3527 -3.6905 0.3 -1.7 -2.1
O -0.6070 -0.0965 -2.6850 0.4 0.6 1.0
C -0.2734 0.9368 -1.7151 -0.6 -0.1 -0.9
C -0.2846 2.2345 -2.5888 0.7 1.1 -0.3
C -0.5910 3.6415 -1.9794 0.8 0.5 -0.4
C -1.3645 4.6310 -2.9464 -0.4 -0.5 1.2
C -2.7467 4.1185 -3.4309 -0.1 0.9 -0.3
O -3.2438 5.0587 -4.4167 0.4 -0.7 0.4
C 1.1076 0.4706 -1.1418 -0.1 -0.8 -1.4
N 1.5445 1.0189 0.1651 0.8 1.3 0.6
S 2.0302 2.7278 -0.2083 0.0 1.0 -0.1
P 3.2024 0.3362 0.4588 2.4 -3.4 -0.4
N 3.3596 -1.2293 0.3935 -1.4 1.7 -0.1
C 0.5549 1.0475 1.3130 -1.1 1.6 2.5
C 1.0009 0.3789 2.6721 0.1 -0.5 -0.1
C 1.0795 -1.1777 2.7693 -0.3 -0.4 1.5
C 2.3952 -1.7525 3.4397 -0.1 -0.7 -1.8
C 2.5586 -3.2186 2.8846 -0.4 -0.3 0.4
C 1.3732 -4.1695 3.3698 1.4 0.1 -0.8
C 0.3951 -4.5323 2.2090 -0.4 -0.1 0.7
C 0.9818 -5.5173 1.1454 -1.3 -0.4 0.2
O 0.5037 -5.1069 -0.1553 1.4 0.0 0.3
C 1.5664 -4.6638 -0.9884 -0.1 0.7 -1.1
C -0.9746 0.8824 0.9541 -1.2 -0.6 -0.8
C -1.7178 -0.3576 1.6322 -0.2 -0.1 -0.6
C -2.1283 -0.3179 3.1229 -0.8 -1.2 1.0
O -3.5748 -0.2956 3.2294 0.5 0.2 -0.4
P -1.9259 2.3572 1.7167 0.1 0.9 2.1
N -1.2747 2.8960 3.0752 -0.1 -0.4 -0.8
C -1.3468 0.7136 -0.6005 0.2 -0.9 0.2
I -3.3221 1.5469 -1.1115 0.6 -0.6 0.0
H 1.1101 -1.8496 -6.2196 -0.6 0.1 0.4
H 0.1622 -2.7083 -4.9772 -0.3 0.4 -0.5
H -0.6117 -2.1597 -6.5504 0.5 -0.1 0.6
H 0.1179 0.2518 -5.7975 -0.9 -0.2 0.4
H -1.4275 -0.4478 -5.0350 0.6 0.1 -0.1
H 1.2042 0.3405 -3.8271 -0.7 0.1 0.6
H 0.8085 -1.3601 -3.4901 -0.3 0.8 0.1
H -0.9587 2.0997 -3.4668 0.3 -0.4 0.9
H 0.7325 2.3104 -3.0563 -0.7 -0.1 0.3
H 0.3847 4.1650 -1.8157 -0.8 -0.4 0.1
H -1.0593 3.5454 -0.9827 0.0 0.2 -0.6
H -0.7186 4.9617 -3.7852 -0.4 -0.5 0.3
H -1.5561 5.5360 -2.3210 0.1 -0.5 -0.6
H -3.4746 4.1256 -2.5896 0.6 -0.2 -0.4
H -2.7426 3.1181 -3.9136 0.3 0.4 0.6
H -3.7164 4.5067 -5.0430 -0.2 0.3 -0.3
H 1.0420 -0.6449 -1.1216 0.1 0.8 0.6
H 1.9545 0.6796 -1.8444 -0.8 0.0 0.4
H 2.3829 3.2326 1.0286 -0.4 -0.9 -0.4
H 4.0042 0.8887 -0.5966 -0.8 0.4 0.6
H 3.7656 0.8285 1.6684 -0.7 0.8 -0.4
H 2.4345 -1.6422 0.2696 0.4 -0.7 0.1
H 0.5788 2.1215 1.6396 0.1 -0.9 -0.3
H 0.2729 0.7768 3.4186 0.4 -0.1 -0.8
H 1.9695 0.7984 3.0472 -0.6 -0.1 -0.7
H 0.8244 -1.7244 1.8323 0.6 0.6 0.5
H 0.2727 -1.4970 3.4782 0.5 0.2 -0.7
H 3.2922 -1.1610 3.1340 -0.6 -0.3 0.3
H 2.3256 -1.7917 4.5444 0.0 0.2 -0.6
H 3.5555 -3.6370 3.1599 -0.8 0.3 0.0
H 2.5181 -3.2517 1.7743 0.3 0.4 0.6
H 1.8761 -5.1189 3.6725 -0.7 0.6 0.2
H 0.8922 -3.6894 4.2457 0.0 -0.6 -0.5
H 0.0095 -3.6473 1.6470 0.5 -0.5 0.5
H -0.5085 -4.9862 2.6861 0.6 0.2 -0.5
H 2.0853 -5.6292 1.1727 -0.6 0.3 0.0
H 0.5386 -6.5299 1.3038 0.5 0.7 0.1
H 2.4595 -4.3002 -0.4349 -0.5 -0.3 -0.1
H 1.8849 -5.4331 -1.7331 -0.2 0.3 0.7
H 1.1912 -3.8011 -1.5992 0.2 -0.6 0.4
H -1.1988 -1.3225 1.4154 -0.1 0.9 0.1
H -2.6812 -0.4462 1.0655 0.6 0.1 0.6
H -1.8381 -1.2902 3.5947 0.0 0.7 -0.4
H -1.7420 0.4735 3.7850 0.3 -0.2 -0.8
H -3.8338 0.4482 3.7778 -0.1 0.0 0.1
H -3.2623 1.9227 1.9818 0.6 -0.1 -0.8
H -2.0232 3.4641 0.8424 0.1 -0.7 -0.4
H -1.9278 2.7801 3.8482 0.3 0.0 0.0
H -1.5909 -0.3731 -0.7063 0.3 0.9 -0.1
O -2.9958 5.7359 3.3247 0.2 -0.2 0.1
H -2.9627 6.3723 4.0453 -0.1 0.1 0.0
H -2.2283 5.1663 3.4743 0.0 -0.1 -0.1
```
Positions in Å, forces in eV/Å.

Values from the calculation:
Charge: +1
Frontier orbital gap: 7.56 eV
Spin multiplicity: 1
HOMO level: -0.426 hartree
Energy: -2787.3704 a.u.



This record from the Open Molecules 2025 dataset describes the ion H3N3O2P with charge -1 in a non-equilibrium geometry. The level of theory is wB97M-V/def2-TZVPD.

```
9
Properties=species:S:1:pos:R:3:forces:R:3
N 1.2399 2.3977 -0.1321 -0.5 -0.7 -0.1
N 1.2069 -0.7649 -1.5768 -0.6 0.4 -0.6
N -0.2638 -0.4962 0.8588 1.1 1.0 -2.3
O 2.2494 -1.2703 0.8009 -1.1 1.4 -0.8
O 1.6972 1.2370 0.0928 1.0 0.5 0.7
P 1.2690 -0.5059 -0.0518 0.3 -1.8 1.4
H 0.8230 0.0186 -2.1203 0.2 -0.5 0.3
H -0.8075 0.1106 0.2081 -0.1 -0.4 0.9
H 0.0086 0.0967 1.6313 -0.3 0.1 0.5
```
Positions in Å, forces in eV/Å.

Values from the calculation:
ΔE to the lowest compared entry with this formula, charge and spin: 92.86 kcal per mole
Charge: -1
Frontier orbital gap (spin up / spin down): 8.36 / 8.54 eV
Spin multiplicity: 1
HOMO level (spin up / spin down): -0.143 / -0.149 hartree
Energy: -657.8905 a.u.



- What is the formula in the first record?
  C22H51IN3O5P2S